A cluster of 2 separate species, CH8OSi2 in total, computed with wB97M-V/def2-TZVPD.

```
12
Properties=species:S:1:pos:R:3:forces:R:3
C -0.174 -0.396 -0.408 -1.541 2.758 -0.009
O -1.029 -0.999 -1.213 -0.117 -0.994 -1.094
Si -0.273 -0.614 1.453 0.114 -0.077 1.280
Si 0.997 0.832 -1.244 -0.379 -0.271 -1.003
H -1.160 1.337 -0.021 1.453 -1.930 -0.199
H -1.696 -1.512 -0.763 -0.393 -0.335 0.360
H 0.551 0.242 2.285 0.315 0.851 -0.280
H 0.283 -1.873 1.986 -0.006 -0.603 -0.581
H -1.600 -0.573 2.096 -0.323 -0.033 -0.503
H 2.187 0.314 -1.906 0.338 -0.737 -0.051
H 0.607 1.853 -2.229 -0.663 -0.098 -0.002
H 1.307 1.389 -0.037 1.202 1.468 2.082
```
Positions in Å, forces in eV/Å.

Values from the calculation:
E_HOMO (spin up / spin down) = -8.851 / -8.850 eV
largest force on an atom = 0.061 Eh/bohr
relative energy (zero: lowest compared OMol25 entry of this formula, charge and spin) = 90.5 kcal per mole
multiplicity = 1
Kohn-Sham gap (spin up / spin down) = 8.445 / 8.444 eV